Run A
{
  "formula": "C7H7NO3",
  "method": "the ωB97M-V functional and the def2-TZVPD basis",
  "species": ["C", "C", "C", "C", "C", "C", "C", "N", "O", "O", "O", "H", "H", "H", "H", "H", "H", "H"],
  "xyz": [[-2.25604, -1.03000, 0.30858], [-1.21956, -1.61503, -0.50260], [-2.17822, 0.08573, 1.01621], [-0.17548, -0.83272, -0.90326], [-1.18643, 1.13234, 0.60470], [-0.29711, 0.50032, -0.45000], [2.29095, 1.28740, -0.36810], [2.61492, 0.01012, 0.04305], [2.66794, -0.89876, -0.83722], [2.85638, -0.18795, 1.25760], [-1.04054, 1.49894, -0.75655], [-2.92917, -1.72579, 0.76420], [-1.17766, -2.73819, -0.91780], [-2.99846, 0.36310, 1.71254], [0.78261, -1.11316, -1.43500], [-0.69201, 1.76800, 1.27425], [2.78310, 1.56456, -1.24559], [2.15480, 1.93111, 0.43499]],
  "mulliken_charge": [-0.61, -0.05, -0.37, -0.59, -0.08, 0.69, -0.77, 0.91, -0.62, -0.61, -0.32, 0.35, 0.27, 0.35, 0.40, 0.42, 0.28, 0.36],
  "multiplicity": 1,
  "e_homo_ev": [-8.5, -8.3],
  "homo_lumo_gap_ha": [0.2809, 0.2622],
  "e_lumo_ev": [-0.89, -1.16]
}

Run B
{
  "formula": "C7H7NO3",
  "method": "the ωB97M-V functional and the def2-TZVPD basis",
  "species": ["C", "C", "C", "C", "C", "C", "C", "H", "H", "H", "H", "H", "H", "H", "N", "O", "O", "O"],
  "xyz": [[2.11707, -0.95195, -0.18899], [0.83630, -0.41904, -0.01472], [0.59950, 0.91204, -0.29361], [-0.72501, 1.50810, -0.16921], [-1.85018, 0.53779, 0.00094], [-1.55725, -0.83788, 0.03819], [-0.26957, -1.32835, 0.06703], [4.12553, 1.03219, 0.33274], [2.16897, -1.92147, -0.58927], [1.35974, 1.67773, -0.51877], [-0.94995, 2.53200, -0.39361], [-3.12550, 1.83837, 0.51956], [-3.42382, -1.41556, 0.07055], [-0.31919, -2.37525, -0.05456], [3.33340, -0.61602, 0.04507], [3.29206, 0.61019, 0.61801], [-3.07445, 0.90833, 0.28711], [-2.53766, -1.69121, 0.24355]],
  "mulliken_charge": [-0.19, 0.71, -0.46, -0.76, 0.84, 0.28, -0.89, 0.34, 0.38, 0.33, 0.37, 0.33, 0.31, 0.39, -0.55, -0.36, -0.54, -0.54],
  "multiplicity": 1,
  "e_homo_ev": -8.0,
  "homo_lumo_gap_ha": 0.3120,
  "e_lumo_ev": 0.44,
  "smiles": "O/N=C\\c1ccc(O)c(O)c1"
}

Run C
{
  "formula": "C7H7NO3",
  "method": "the ωB97M-V functional and the def2-TZVPD basis",
  "species": ["C", "C", "C", "C", "C", "C", "C", "N", "O", "O", "O", "H", "H", "H", "H", "H", "H", "H"],
  "xyz": [[0.91870, 0.09741, 1.97534], [0.89925, -1.02673, 1.08060], [0.26193, 1.22664, 1.55650], [0.20937, -1.08549, -0.04165], [-0.62086, 1.24641, 0.34875], [-0.64315, 0.02453, -0.49735], [-0.87932, 0.10671, -2.02707], [0.34811, 0.30615, -2.77522], [1.42361, -0.11323, -2.39457], [0.20159, 0.98803, -3.76070], [-1.73862, 0.40520, 0.29565], [1.44228, 0.11061, 2.82217], [1.34773, -1.95187, 1.33257], [0.33687, 2.30042, 2.11378], [0.29887, -1.97010, -0.67894], [-1.06048, 2.01800, -0.24350], [-1.73844, 0.84688, -2.27556], [-1.16954, -0.86878, -2.42189]],
  "mulliken_charge": [-0.70, -0.35, -0.55, -0.78, -0.13, 1.43, -0.90, 0.99, -0.53, -0.58, -0.53, 0.56, 0.40, 0.20, 0.31, 0.48, 0.38, 0.32],
  "multiplicity": 1,
  "e_homo_ev": -9.2,
  "homo_lumo_gap_ha": 0.3438,
  "e_lumo_ev": 0.16,
  "smiles": "O=[N+]([O-])C[C@@]12C=CC=C[C@@H]1O2"
}

Stability verdict: run B, ahead by 0.1016 hartree

Run A
{
  "formula": "C5H3F",
  "method": "the ωB97M-V functional and the def2-TZVPD basis",
  "species": ["C", "C", "C", "C", "C", "F", "H", "H", "H"],
  "xyz": [[-0.67752, 0.22310, 0.36752], [-0.57326, 0.09256, 1.76119], [-0.36279, 0.01688, -0.78433], [0.20454, 0.05838, -1.98403], [0.61571, 0.00266, 1.28063], [-1.37241, -0.25173, 2.70759], [0.48752, 1.09270, -2.37547], [0.10102, -0.84094, -2.52560], [1.57719, -0.39361, 1.55250]],
  "mulliken_charge": [0.21, 0.11, 0.17, -0.94, -0.23, -0.22, 0.24, 0.28, 0.40],
  "multiplicity": 1,
  "e_homo_ev": -8.5,
  "homo_lumo_gap_ha": 0.3416,
  "e_lumo_ev": 0.75,
  "smiles": "C=C=C1C=C1F"
}

Run B
{
  "formula": "C5H3F",
  "method": "the ωB97M-V functional and the def2-TZVPD basis",
  "species": ["C", "C", "C", "C", "C", "H", "H", "H", "F"],
  "xyz": [[2.05733, -0.04304, -0.00377], [0.58470, -0.13801, -0.13311], [-0.63249, -0.05492, -0.17235], [-1.97198, 0.06447, -0.14912], [-3.17653, 0.15451, 0.01524], [2.60703, -0.47805, -0.89800], [2.24952, 1.07787, 0.14248], [-4.21688, 0.16486, 0.08266], [2.49929, -0.74769, 1.11598]],
  "mulliken_charge": [-0.30, 0.21, 0.62, -0.54, -0.59, 0.23, 0.19, 0.44, -0.26],
  "multiplicity": 1,
  "e_homo_ev": -9.6,
  "homo_lumo_gap_ha": 0.3712,
  "e_lumo_ev": 0.54,
  "smiles": "C#CC#CCF"
}

Stability verdict: run B, ahead by 0.0988 hartree

Run A
{
  "formula": "C2H5NO2P",
  "method": "the ωB97M-V functional and the def2-TZVPD basis",
  "species": ["C", "C", "N", "O", "O", "P", "H", "H", "H", "H", "H"],
  "xyz": [[-1.49491, 0.16801, -1.38718], [-1.98201, -0.05392, -2.59880], [2.36994, 0.82195, 2.56871], [1.08757, -0.95533, 2.93414], [3.15643, 1.22522, 3.44040], [2.32078, -0.91912, 2.00710], [-1.18854, -0.59203, -0.67450], [-1.50594, 1.21084, -0.89621], [-2.42077, 0.69878, -3.15514], [-2.08762, -1.12344, -3.06233], [1.74507, -0.48095, 0.82381]],
  "mulliken_charge": [-0.48, -0.39, 0.07, -0.59, -0.44, 0.04, 0.25, 0.19, 0.26, 0.17, -0.08],
  "charge": -1,
  "multiplicity": 1,
  "e_homo_ev": [-2.8, -2.8],
  "homo_lumo_gap_ha": [0.2258, 0.2257],
  "e_lumo_ev": [3.38, 3.38]
}

Run B
{
  "formula": "C2H5NO2P",
  "method": "the ωB97M-V functional and the def2-TZVPD basis",
  "species": ["C", "C", "N", "O", "O", "P", "H", "H", "H", "H", "H"],
  "xyz": [[-2.26163, -0.12547, 0.02619], [-1.97376, 0.75861, -0.95821], [2.75477, -0.79956, 0.30472], [2.20882, -1.57909, 1.12531], [3.47018, -1.27779, -0.66347], [2.67740, 0.87598, 0.47310], [-3.22843, -0.06871, 0.54808], [-1.69332, -0.95993, 0.20091], [-1.11450, 0.66156, -1.50923], [-2.68642, 1.59003, -1.21894], [1.84688, 0.92437, 1.67152]],
  "mulliken_charge": [-0.50, -0.48, 0.71, -0.62, -0.65, -0.35, 0.20, 0.27, 0.31, 0.18, -0.06],
  "charge": -1,
  "multiplicity": 1,
  "e_homo_ev": -2.9,
  "homo_lumo_gap_ha": 0.2486,
  "e_lumo_ev": 3.83
}

Stability verdict: run A, ahead by 0.0080 hartree

Run A
{
  "formula": "C3H4OS2",
  "method": "the ωB97M-V functional and the def2-TZVPD basis",
  "species": ["C", "C", "C", "O", "S", "S", "H", "H", "H", "H"],
  "xyz": [[-1.59965, -0.10675, -0.09261], [-0.63958, 0.42614, 0.66614], [0.40808, 0.68508, 1.31855], [1.67777, -1.83517, -0.72560], [1.87589, 0.79520, -1.85657], [0.94197, -0.88602, -1.59202], [-2.18762, -1.07594, 0.10924], [1.36442, 0.38370, 0.70827], [0.34146, 1.15180, 2.21345], [-2.18274, 0.46196, -0.74886]],
  "mulliken_charge": [-0.82, 0.36, -0.27, -0.37, -0.12, 0.43, 0.21, 0.00, 0.31, 0.28],
  "multiplicity": 1,
  "e_homo_ev": -10.0,
  "homo_lumo_gap_ha": 0.3027,
  "e_lumo_ev": -1.77
}

Run B
{
  "formula": "C3H4OS2",
  "method": "the ωB97M-V functional and the def2-TZVPD basis",
  "species": ["C", "C", "C", "H", "H", "H", "H", "O", "S", "S"],
  "xyz": [[0.14140, 1.50840, -0.39475], [0.28900, -0.73550, -0.57369], [-0.45268, -0.61980, 0.88601], [-0.12378, -1.68630, -1.21309], [1.22874, -0.74650, -0.23722], [-1.54346, -0.96994, 0.97815], [0.32612, -1.30636, 1.41625], [-0.08377, 0.47594, -1.24342], [0.52313, 3.09328, -1.00376], [-0.30468, 0.98677, 1.38552]],
  "mulliken_charge": [0.18, -0.65, -0.35, 0.28, 0.45, 0.34, 0.28, -0.23, -0.21, -0.10],
  "multiplicity": 1,
  "e_homo_ev": -8.8,
  "homo_lumo_gap_ha": 0.3162,
  "e_lumo_ev": -0.23,
  "smiles": "S=C1OCCS1"
}

Run C
{
  "formula": "C3H4OS2",
  "method": "the ωB97M-V functional and the def2-TZVPD basis",
  "species": ["C", "C", "C", "O", "S", "S", "H", "H", "H", "H"],
  "xyz": [[0.71101, -1.13267, 0.45347], [0.28844, 0.03892, 0.01371], [0.02075, 1.20740, -0.41653], [-3.31362, -1.51897, -0.78700], [-3.02922, 1.11028, 0.24688], [-2.76733, -0.78117, 0.36721], [1.52276, -1.58532, 0.10948], [-0.71202, 1.47961, -1.29972], [0.44665, 2.13125, 0.15435], [0.14204, -1.80476, 1.24736]],
  "mulliken_charge": [-0.60, 0.28, -0.67, -0.40, -0.10, 0.47, 0.31, 0.36, 0.19, 0.17],
  "multiplicity": 1,
  "e_homo_ev": [-9.8, -9.8],
  "homo_lumo_gap_ha": [0.2908, 0.2909],
  "e_lumo_ev": [-1.90, -1.90]
}

Run D
{
  "formula": "C3H4OS2",
  "method": "the ωB97M-V functional and the def2-TZVPD basis",
  "species": ["C", "C", "C", "H", "H", "H", "H", "O", "S", "S"],
  "xyz": [[1.52485, -0.66679, 0.04504], [-1.27373, -0.26263, -0.08416], [-0.98074, 1.23919, -0.05520], [1.45291, 0.18549, -0.54571], [1.71484, -0.47216, 1.14611], [2.28432, -1.41175, -0.32465], [-1.91312, 1.81541, 0.05486], [0.05567, 1.77451, -0.10431], [-0.03011, -1.51099, -0.11751], [-2.83491, -0.69028, -0.01447]],
  "mulliken_charge": [-0.77, 0.22, -0.03, 0.30, 0.27, 0.32, 0.34, -0.41, -0.01, -0.23],
  "multiplicity": 1,
  "e_homo_ev": -9.2,
  "homo_lumo_gap_ha": 0.2915,
  "e_lumo_ev": -1.24,
  "smiles": "CSC(=S)C=O"
}

Stability verdict: run D, ahead by 0.0349 hartree

Run A
{
  "formula": "C5H10NO2S",
  "method": "the ωB97M-V functional and the def2-TZVPD basis",
  "species": ["C", "C", "C", "C", "C", "N", "O", "O", "S", "H", "H", "H", "H", "H", "H", "H", "H", "H", "H"],
  "xyz": [[-0.30272, -0.14028, 0.47920], [-0.84735, -1.37431, 0.74722], [0.74492, 0.17959, 1.47173], [2.00379, 0.62081, 0.75090], [-0.79390, 0.79932, -0.51180], [-1.78407, -1.81733, -0.39354], [-1.39651, 0.38712, -1.64542], [-0.73940, 2.13556, -0.32876], [1.91408, 0.49565, -1.18664], [0.33229, 1.02480, 2.02228], [0.67519, -0.72534, 1.99702], [2.32615, 1.66111, 0.83789], [2.90521, 0.08846, 1.02233], [2.47664, -0.75702, -1.06993], [-1.13008, -2.29945, -0.98421], [-2.10932, -1.06945, -1.05148], [-2.46558, -2.50430, -0.14617], [-1.36661, 0.94269, -2.49539], [-0.44273, 2.35235, 0.48478]],
  "mulliken_charge": [1.19, -1.11, -1.01, -0.67, 0.23, -0.19, -0.54, -0.38, -0.19, 0.34, 0.53, 0.34, 0.46, 0.19, 0.37, 0.34, 0.34, 0.41, 0.36],
  "charge": 1,
  "multiplicity": 1,
  "e_homo_ev": -12.7,
  "homo_lumo_gap_ha": 0.2879,
  "e_lumo_ev": -4.82
}

Run B
{
  "formula": "C5H10NO2S",
  "method": "the ωB97M-V functional and the def2-TZVPD basis",
  "species": ["C", "C", "C", "C", "C", "N", "O", "O", "S", "H", "H", "H", "H", "H", "H", "H", "H", "H", "H"],
  "xyz": [[2.50417, -1.45086, 0.49139], [1.66041, -0.46901, 0.88536], [-1.61199, 1.47652, -0.22711], [-1.31211, 0.65044, 0.97614], [-1.10929, -0.82595, -0.93891], [-0.76733, 0.29362, -0.24983], [1.18031, 2.25344, 0.07908], [1.27572, 0.25306, -1.67043], [1.07628, 0.65240, -0.32654], [2.87480, -2.22075, 1.20717], [2.81336, -1.53849, -0.51902], [1.23378, -0.49230, 1.79815], [-2.47304, 1.30702, -0.87636], [-1.05243, 2.42226, -0.31704], [-0.59756, 1.07771, 1.65625], [-2.06806, -0.00028, 1.49927], [-2.09309, -1.37606, -0.61291], [-1.15810, -0.44601, -1.95834], [-0.37583, -1.56674, -0.89631]],
  "mulliken_charge": [-0.53, -0.19, -0.33, -0.44, -0.85, 0.16, -0.58, -0.53, 1.06, 0.27, 0.34, 0.45, 0.30, 0.27, 0.30, 0.27, 0.33, 0.41, 0.31],
  "charge": 1,
  "multiplicity": 1,
  "e_homo_ev": -15.5,
  "homo_lumo_gap_ha": 0.3977,
  "e_lumo_ev": -4.67,
  "smiles": "C=CS(=O)(=O)[N+]1(C)CC1"
}

Stability verdict: run A, ahead by 0.0284 hartree